Entry 1:
14
Properties=species:S:1:pos:R:3:forces:R:3:mulliken_charge:R:1 method="wB97M-V/def2-TZVPD" total_charge=0 multiplicity=1 homo_energy_ev=-9.20 relative_energy_ev=4.164
C -1.945658 -0.943026 -0.112982 -0.6 3.4 1.9 -1.565
C -1.454706 0.385126 0.545532 0.2 -0.8 -1.7 0.415
O -1.977441 1.486981 -0.254380 0.6 0.6 4.1 -0.512
C -0.003430 0.284591 0.484704 11.4 0.5 -4.2 0.329
C 1.312761 0.259927 0.033352 -9.3 0.0 3.7 -0.656
Si 3.203093 0.154285 -0.091266 -2.2 -0.7 -1.5 0.333
H -1.621452 -1.105972 -1.064238 1.0 0.1 -2.8 0.458
H -1.632393 -1.714893 0.438148 1.3 -3.1 2.2 0.510
H -2.974833 -0.905689 -0.045667 -2.4 -0.1 -0.2 0.402
H -1.645331 0.433439 1.649287 -0.9 0.4 -1.2 0.242
H -2.132761 1.260276 -1.134907 -0.1 -1.1 -2.0 0.315
H 3.735205 0.878035 0.967957 0.8 0.9 1.4 -0.104
H 3.553810 0.803290 -1.384225 0.1 -0.2 0.2 -0.082
H 3.583140 -1.276368 -0.031313 0.1 0.2 -0.1 -0.085


Entry 2:
18
Properties=species:S:1:pos:R:3:forces:R:3:mulliken_charge:R:1 method="wB97M-V/def2-TZVPD" total_charge=0 multiplicity=1 homo_energy_ev="-7.01 / -6.99" relative_energy_ev=3.623
C -0.687936 1.590519 -0.070588 -1.5 0.7 0.7 -0.360
C 0.645778 1.272650 0.055564 3.9 1.8 0.9 -0.524
C -1.862007 0.984850 0.003335 0.8 -2.9 -0.5 0.562
C 2.309019 -1.962791 -0.073728 -0.5 -2.0 0.2 -0.959
C -1.972906 -0.560911 0.090023 1.3 2.7 -0.4 0.866
N 1.447911 0.220934 -0.061880 4.0 0.4 0.4 0.253
N 1.302248 -1.020875 -0.192741 -3.5 1.1 -0.2 -0.585
O -2.992787 1.621517 -0.275700 -0.9 2.6 1.2 -0.484
F -1.227323 -1.042247 -0.891541 0.2 -0.9 -0.7 -0.219
F -1.506923 -1.021361 1.244716 0.3 -0.3 0.7 -0.244
F -3.182784 -0.971508 -0.067080 -2.2 -0.8 -0.1 -0.264
H -0.807094 2.665973 -0.049564 0.1 0.3 -0.4 0.152
H 1.251974 2.197396 0.371065 -0.7 -1.7 -0.9 0.142
H 3.098335 -2.022603 0.633442 0.9 1.4 1.4 0.396
H 1.637970 -2.746341 0.299725 0.9 -1.0 -0.6 0.303
H 2.802789 -2.222114 -0.985675 0.0 -0.4 -1.1 0.312
H 2.507227 0.452705 -0.039932 -2.0 0.5 0.4 0.334
H -2.763494 2.564206 0.010557 -1.1 -1.5 -0.9 0.318


Entry 3:
41
Properties=species:S:1:pos:R:3:forces:R:3:mulliken_charge:R:1 method="wB97M-V/def2-TZVPD" total_charge=0 multiplicity=1 homo_energy_ev=-8.99 relative_energy_ev=1.194
O 4.010169 -1.760667 -3.464012 -0.7 -0.1 1.2 -0.540
N 4.040030 -1.695540 -2.232293 2.2 0.9 -2.4 0.848
O 5.099843 -1.487194 -1.636880 -1.7 0.0 0.1 -0.515
C 2.781475 -1.857120 -1.531289 0.0 0.7 0.0 -0.107
C 2.769558 -2.802043 -0.552938 -0.9 -0.9 0.8 0.137
Cl 4.162505 -3.874211 -0.503426 -1.2 0.0 0.8 -0.154
C 1.541222 -2.920325 0.220908 2.3 -2.1 -0.1 -0.026
Cl 1.355848 -4.319464 1.369749 0.3 1.6 -1.0 -0.217
C 0.500748 -2.101159 -0.037545 -2.2 -0.3 1.5 -0.559
C 0.512267 -1.208014 -1.084421 -0.1 0.7 0.7 0.366
C 1.653171 -1.051751 -1.832329 1.1 -0.6 -0.5 0.606
N 1.487594 -0.078266 -2.762996 -0.2 0.8 -0.6 -0.760
C 0.280685 0.398817 -2.577153 0.2 0.5 0.5 0.386
C -0.287903 1.547455 -3.386562 0.0 0.5 0.3 -0.321
C -0.463179 2.933607 -2.690671 2.1 -1.7 0.8 -0.574
C 0.623488 2.746687 -3.758754 -1.2 -0.8 1.9 -0.774
N -0.370643 -0.218703 -1.487124 -0.1 0.3 -1.4 0.144
C -1.686510 0.152923 -0.908004 1.8 -1.8 1.7 -0.988
C -1.519645 0.269020 0.642598 -1.0 0.5 -2.3 0.603
C -2.578164 -0.160889 1.419090 -1.1 -0.2 -0.6 -0.925
C -2.483855 -0.096571 2.768464 -0.8 -0.3 0.1 -0.482
C -1.374806 0.443080 3.331412 0.4 0.2 1.9 0.236
B -1.482842 0.361926 4.869431 0.3 1.2 1.9 0.787
O -1.452221 -0.908141 5.357326 0.1 -0.7 0.3 -0.554
O -1.651162 1.498159 5.702056 -1.2 0.6 -1.7 -0.613
C -0.336669 0.918364 2.592342 0.7 -0.2 -1.4 -1.262
C -0.394513 0.829832 1.197949 -0.5 0.0 1.0 0.253
H -0.389301 -2.172330 0.601113 0.4 -0.1 -0.3 0.459
H -1.050873 1.201705 -4.128087 0.6 0.6 0.7 0.412
H -0.188227 3.067873 -1.604665 0.0 -0.5 -1.4 0.132
H -1.305993 3.487213 -2.918791 -1.6 1.0 -0.7 0.356
H 0.470000 3.289649 -4.662565 -0.1 -0.1 -0.6 0.315
H 1.637172 2.727316 -3.390076 0.1 -0.2 -0.1 0.254
H -2.009614 1.012276 -1.409911 -0.3 1.5 -0.5 0.545
H -2.432306 -0.610654 -1.086458 0.0 -0.4 -0.2 0.299
H -3.542827 -0.489560 1.031644 0.5 -0.2 -0.5 0.313
H -3.231737 -0.484079 3.444929 -0.4 -0.1 -0.3 0.374
H -1.588598 -1.292168 6.241539 0.0 1.1 -0.5 0.322
H -2.066199 2.306373 5.225275 1.4 -2.2 1.1 0.323
H 0.582760 1.187193 3.059340 0.4 0.6 0.3 0.393
H 0.379254 1.209379 0.571784 0.6 0.1 -0.3 0.506


Entry 4:
123
Properties=species:S:1:pos:R:3:forces:R:3:mulliken_charge:R:1 method="wB97M-V/def2-TZVPD" total_charge=+3 multiplicity=1 homo_energy_ev=-14.36 relative_energy_ev=0.000
Sn 1.112536 1.677560 0.146767 0.4 0.2 0.0 0.835
Se 1.619733 4.282134 2.563277 0.0 0.1 0.0 -0.037
Se 1.833406 2.565036 4.095498 0.0 -0.1 0.2 0.145
C 3.286712 1.610410 3.252797 0.0 0.0 -0.1 0.142
C 4.258134 1.068981 4.086366 -0.1 0.0 0.0 -0.760
C 5.344491 0.444839 3.496127 0.0 0.0 0.0 -0.486
C 5.417913 0.384275 2.113018 0.0 0.0 -0.1 -0.884
C 4.383712 0.936747 1.375245 0.0 0.0 0.0 -0.140
N 3.329967 1.539456 1.931392 0.1 -0.1 0.2 0.192
C -0.231903 4.103575 2.042217 0.1 0.1 0.0 -0.358
C -1.186390 4.831511 2.736055 -0.1 0.0 0.0 -0.708
C -2.496910 4.827429 2.276286 0.0 0.0 0.0 -0.498
C -2.802095 4.117739 1.124347 0.0 0.1 0.0 -1.149
C -1.790843 3.410395 0.500669 0.1 0.0 -0.1 -0.386
N -0.531642 3.396141 0.953956 -0.2 -0.3 -0.1 0.568
H 4.170788 1.154026 5.162291 0.1 0.1 0.0 0.499
H 6.138566 0.038188 4.110115 0.0 0.0 0.0 0.464
H 6.269170 -0.063479 1.616653 -0.1 0.0 0.0 0.503
H 4.393571 0.911342 0.289195 0.0 0.0 0.0 0.418
H -0.897239 5.399963 3.608406 0.0 0.0 0.0 0.601
H -3.262495 5.384494 2.802624 0.0 0.0 0.0 0.504
H -3.802959 4.118809 0.713004 0.0 0.0 0.0 0.640
H -1.974113 2.827031 -0.398465 0.0 0.0 0.1 0.604
N 0.510922 0.321233 1.642272 -0.3 0.2 -0.1 -0.178
S -0.179693 -0.821980 2.228539 0.3 0.1 0.0 1.862
N -0.247153 -2.183633 1.330107 0.1 -0.2 0.2 0.154
S -1.358101 -2.492011 0.309039 0.0 0.0 -0.1 0.629
N -1.740195 -1.424848 -0.745716 -0.1 0.0 -0.1 0.019
S -0.697260 -0.602994 -1.696243 0.1 0.2 -0.1 1.255
N -0.276506 0.744959 -1.282625 -0.2 -0.1 0.0 -0.168
C -1.607408 -0.580002 -3.211803 -0.1 -0.1 0.0 -0.253
C -0.940593 -0.048454 -4.311601 0.0 0.1 0.0 -0.415
C -1.602409 0.015727 -5.525325 0.0 0.0 0.0 -0.758
C -2.914512 -0.438761 -5.628925 0.0 0.0 0.0 -0.753
C -3.569333 -0.955370 -4.520275 0.0 0.0 0.0 -0.865
C -2.913679 -1.037498 -3.297964 0.0 0.0 -0.1 -0.193
C 0.644680 -1.722299 -2.052966 0.0 -0.2 0.0 0.992
C 1.810966 -1.603207 -1.307265 -0.1 -0.1 -0.1 0.945
C 2.851250 -2.489842 -1.537972 0.0 0.0 0.0 -1.067
C 2.720924 -3.474899 -2.509074 0.0 0.0 0.0 -1.054
C 1.550518 -3.585299 -3.250563 0.0 0.0 0.0 -1.027
C 0.498454 -2.712860 -3.022209 0.1 0.1 0.1 -0.967
C -0.853064 -4.022325 -0.404369 0.1 0.0 -0.1 0.907
C 0.289202 -4.678018 0.024364 0.0 0.0 0.0 -0.250
C 0.601523 -5.898390 -0.558615 0.0 0.0 0.0 -0.801
C -0.221462 -6.434093 -1.538883 0.0 0.0 0.0 -0.715
C -1.372449 -5.763358 -1.945624 0.0 0.0 0.0 -0.745
C -1.699149 -4.547042 -1.377079 0.0 0.0 0.0 -1.078
C -2.898894 -2.913555 1.053802 -0.1 0.1 0.0 0.877
C -2.844404 -3.904823 2.028433 0.0 0.0 -0.1 -0.987
C -4.026467 -4.314074 2.615536 0.0 0.0 0.0 -0.831
C -5.232049 -3.736021 2.227262 0.0 0.0 0.0 -0.627
C -5.263440 -2.746786 1.253545 0.0 0.0 0.0 -1.040
C -4.086842 -2.323337 0.651118 0.1 0.0 0.0 0.057
C 0.647239 -1.441462 3.659096 -0.1 -0.2 0.1 0.218
C 1.463048 -2.561666 3.579663 0.0 0.1 0.0 -0.461
C 2.170697 -2.950562 4.706909 0.1 0.0 0.0 -0.805
C 2.047660 -2.233406 5.889186 0.0 0.0 0.0 -0.711
C 1.222040 -1.115820 5.954501 0.0 0.0 0.0 -1.041
C 0.520297 -0.706043 4.833195 0.1 0.0 -0.1 -0.581
C -1.847677 -0.502847 2.752865 0.0 0.0 0.1 -0.032
C -2.552001 0.420138 1.994719 0.1 0.0 0.1 0.315
C -3.863590 0.705471 2.338566 0.0 0.0 0.0 -0.548
C -4.449697 0.077712 3.430552 0.0 0.0 0.0 -0.975
C -3.738876 -0.860090 4.168748 0.0 0.0 0.0 -0.951
C -2.429932 -1.166050 3.829292 0.0 0.0 -0.1 -0.458
H 0.081776 0.302024 -4.216747 0.0 0.0 0.0 0.627
H -1.093489 0.412603 -6.394917 0.0 0.0 0.0 0.543
H -3.425474 -0.391882 -6.581722 0.0 0.0 0.0 0.443
H -4.590884 -1.302165 -4.606778 0.0 0.0 0.0 0.501
H -3.407970 -1.447112 -2.428393 0.0 0.0 0.0 0.392
H 1.904869 -0.832653 -0.553856 0.0 0.0 0.1 -0.258
H 3.766551 -2.406865 -0.964473 0.0 0.0 0.0 0.689
H 3.538523 -4.161266 -2.691813 0.0 0.0 0.0 0.488
H 1.460383 -4.346835 -4.014685 0.0 0.0 0.0 0.526
H -0.412110 -2.790682 -3.602366 0.0 0.0 0.0 0.566
H 0.911188 -4.241906 0.792250 0.0 0.0 0.0 0.479
H 1.484733 -6.434675 -0.237257 0.0 0.0 0.0 0.528
H 0.028812 -7.386883 -1.987718 0.0 0.0 0.0 0.452
H -2.019085 -6.196704 -2.697066 0.0 0.0 0.0 0.507
H -2.598622 -4.017407 -1.674304 0.0 0.0 0.0 0.411
H -1.896672 -4.351196 2.311700 -0.1 0.0 0.0 0.431
H -4.010564 -5.088971 3.370403 0.0 0.0 0.0 0.497
H -6.155617 -4.065580 2.686532 0.0 0.0 0.0 0.478
H -6.206329 -2.307407 0.955482 0.0 0.0 0.0 0.519
H -4.082912 -1.554160 -0.109260 0.0 0.0 0.1 0.434
H 1.539103 -3.114426 2.654850 0.0 0.0 0.0 0.411
H 2.816871 -3.817340 4.661893 0.0 0.0 0.0 0.509
H 2.593478 -2.549963 6.769080 0.0 0.0 0.0 0.460
H 1.122502 -0.564575 6.881253 0.0 0.0 0.0 0.500
H -0.122414 0.164439 4.872130 0.0 0.0 0.0 0.888
H -2.066244 0.888759 1.149832 0.0 0.0 0.0 -0.056
H -4.433575 1.414701 1.751430 0.0 0.0 0.0 0.562
H -5.467706 0.318173 3.709938 0.0 0.0 0.0 0.451
H -4.203005 -1.354721 5.012530 0.0 0.0 0.0 0.515
H -1.874956 -1.901792 4.396101 0.0 0.0 0.0 0.638
C 5.345591 1.537020 -2.762330 0.0 0.0 0.0 -0.786
C 4.247066 0.687369 -2.770737 0.0 0.0 0.0 -0.367
C 2.968401 1.208963 -2.901138 -0.1 0.0 0.0 0.568
C 2.820059 2.573867 -3.030528 -0.1 -0.1 0.0 0.327
C 3.888816 3.443056 -3.021429 0.1 0.1 0.0 -0.800
C 5.162387 2.908981 -2.878661 0.1 0.0 0.0 -0.745
H 6.345901 1.129954 -2.684256 0.0 0.0 0.0 0.493
H 4.381265 -0.384475 -2.697798 0.0 0.0 0.0 0.488
H 2.091210 0.574588 -2.915204 0.0 0.0 0.0 0.240
H 3.748529 4.509400 -3.135137 0.0 0.0 0.0 0.487
H 6.018633 3.570842 -2.879786 0.0 0.0 0.0 0.456
C -0.714783 3.749410 -4.521856 0.1 0.0 0.0 -0.863
N -0.152884 4.500788 -3.382035 -0.1 0.0 -0.1 0.229
C -0.752061 5.630424 -2.909632 0.0 0.0 -0.1 -0.137
C -0.255552 6.303793 -1.852568 0.0 0.1 0.1 -1.091
C 0.913139 5.771549 -1.243317 0.1 0.0 0.0 0.712
N 1.496839 4.660412 -1.720047 0.1 0.1 0.0 -0.004
C 0.982821 4.083162 -2.767066 -0.1 -0.1 0.0 0.250
O 1.501090 3.011205 -3.319640 0.0 0.0 0.0 -0.197
N 1.487273 6.344242 -0.190860 0.0 -0.1 0.0 -0.260
H -1.527615 4.328477 -4.947634 0.0 0.0 0.0 0.392
H -1.082840 2.784216 -4.181494 0.0 0.0 0.1 0.221
H 0.050810 3.592868 -5.275130 0.0 0.0 0.0 0.311
H -1.628567 5.961757 -3.448350 0.0 0.0 0.0 0.419
H -0.717932 7.216881 -1.505894 0.0 0.0 0.0 0.471
H 1.141376 7.205249 0.197994 0.0 0.0 0.0 0.206
H 2.355112 5.964298 0.156434 0.0 0.0 0.0 0.247


Entry 5:
13
Properties=species:S:1:pos:R:3:forces:R:3:mulliken_charge:R:1 method="wB97M-V/def2-TZVPD" total_charge=0 multiplicity=1 homo_energy_ev=-7.89 relative_energy_ev=0.211
C -0.895191 -1.485710 0.836823 0.9 -1.2 -0.8 -1.095
C -0.214276 -0.302511 0.270626 -0.1 0.8 0.2 0.370
C 0.725077 0.529553 0.821165 -0.2 0.1 0.0 -0.441
C 1.097337 1.472961 -0.177264 0.1 0.1 -0.2 -0.512
C 0.396258 1.167493 -1.312921 0.2 0.1 -0.1 -0.465
N -0.379291 0.066444 -1.043415 -0.2 0.1 0.2 -0.056
H -1.981247 -1.561443 0.670252 0.5 0.1 -0.1 0.297
H -0.330187 -2.262221 0.250728 -1.1 -0.3 0.8 0.270
H -0.682410 -1.646937 1.897859 0.0 0.2 -0.3 0.279
H 1.103018 0.459064 1.833841 -0.1 0.1 -0.2 0.388
H 1.803155 2.283419 -0.068028 -0.1 -0.1 0.0 0.377
H 0.389997 1.628866 -2.289891 0.0 -0.1 0.1 0.385
H -1.032240 -0.348978 -1.689773 0.1 0.1 0.2 0.204


Entry 6:
16
Properties=species:S:1:pos:R:3:forces:R:3:mulliken_charge:R:1 method="wB97M-V/def2-TZVPD" total_charge=0 multiplicity=3 homo_energy_ev="-7.05 / -9.08" relative_energy_ev=3.628
C 0.639131 -1.034005 1.369052 -0.7 4.8 -2.1 -1.166
C 1.474217 -0.996816 -1.627284 -4.0 -2.0 -0.5 -0.974
C -1.730809 1.610484 0.400103 2.2 3.4 -3.0 -1.010
O 1.490232 1.990290 -0.124974 0.0 0.1 0.0 -0.416
O -2.116971 -0.862760 0.267576 -1.0 -1.8 0.5 -0.595
P 0.730093 -0.056486 -0.232643 0.0 1.1 0.2 0.490
S -1.485972 0.129842 -0.600446 0.9 1.1 0.0 0.383
H 0.506052 -0.192533 2.042010 -0.2 -0.5 0.6 0.288
H -0.145800 -1.623126 1.161536 -3.0 -2.4 0.3 0.462
H 1.524180 -1.472332 1.434590 3.8 -2.1 0.8 0.465
H 1.029248 -2.082052 -1.635001 1.6 1.6 0.2 0.302
H 1.083873 -0.610397 -2.585263 0.0 0.3 0.5 0.323
H 2.502982 -0.836847 -1.651868 1.8 -0.4 0.2 0.361
H -1.859552 1.412996 1.391752 0.8 -1.1 2.9 0.394
H -2.644636 2.125821 0.245772 -1.4 -0.1 -1.2 0.403
H -0.996267 2.497918 0.145081 -0.8 -2.1 0.8 0.291